Record 1
{"formula": "C42H102N8O18", "method": "the ωB97M-V functional and the def2-TZVPD basis", "species": ["C", "C", "N", "C", "C", "N", "C", "C", "H", "H", "H", "H", "H", "H", "H", "H", "H", "H", "H", "N", "O", "O", "O", "C", "C", "O", "C", "O", "O", "C", "H", "H", "H", "H", "H", "H", "H", "H", "C", "O", "C", "C", "N", "C", "C", "O", "C", "H", "H", "H", "H", "H", "H", "H", "H", "H", "H", "H", "H", "H", "H", "H", "C", "O", "C", "C", "N", "C", "C", "O", "C", "H", "H", "H", "H", "H", "H", "H", "H", "H", "H", "H", "H", "H", "H", "H", "C", "O", "C", "C", "N", "C", "C", "O", "C", "H", "H", "H", "H", "H", "H", "H", "H", "H", "H", "H", "H", "H", "H", "H", "C", "O", "C", "C", "N", "C", "C", "O", "C", "H", "H", "H", "H", "H", "H", "H", "H", "H", "H", "H", "H", "H", "H", "H", "C", "O", "C", "C", "N", "C", "C", "O", "C", "H", "H", "H", "H", "H", "H", "H", "H", "H", "H", "H", "H", "H", "H", "H", "C", "O", "H", "H", "H", "H", "C", "O", "H", "H", "H", "H"], "positions_angstrom": [[3.484, -0.239, -1.872], [2.264, -1.108, -2.090], [1.045, -0.586, -1.492], [-0.086, -0.114, -2.152], [-0.931, 0.311, -1.188], [-0.440, -0.178, 0.008], [0.797, -0.578, -0.195], [-1.093, -0.062, 1.312], [4.353, -0.715, -2.323], [3.673, -0.178, -0.798], [3.352, 0.770, -2.255], [2.412, -2.077, -1.605], [2.120, -1.319, -3.146], [-0.153, -0.198, -3.222], [-1.944, 0.707, -1.179], [1.350, -1.035, 0.615], [-2.075, -0.511, 1.155], [-1.192, 0.974, 1.620], [-0.501, -0.641, 2.015], [-4.296, 0.813, 0.792], [-4.619, 1.110, 1.953], [-4.658, -0.280, 0.322], [-3.582, 1.572, 0.087], [5.566, -3.276, -1.677], [6.447, -3.130, -2.919], [6.001, -4.077, -3.892], [6.878, -4.979, -4.328], [8.066, -4.971, -4.147], [6.196, -5.901, -5.018], [6.936, -6.992, -5.521], [5.915, -4.077, -1.025], [4.562, -3.542, -2.011], [5.474, -2.360, -1.095], [7.476, -3.344, -2.643], [6.299, -2.138, -3.339], [6.325, -7.890, -5.507], [7.816, -7.187, -4.906], [7.307, -6.822, -6.533], [-9.770, 1.533, 8.170], [-8.945, 1.674, 7.034], [-7.868, 2.561, 7.254], [-6.636, 1.931, 7.896], [-5.628, 1.528, 6.909], [-4.297, 1.966, 7.282], [-3.207, 1.286, 6.494], [-3.464, 1.489, 5.119], [-2.545, 0.803, 4.340], [-9.173, 1.184, 9.021], [-10.537, 0.808, 7.913], [-10.221, 2.494, 8.441], [-8.158, 3.478, 7.788], [-7.600, 2.887, 6.245], [-6.958, 1.087, 8.517], [-6.207, 2.684, 8.566], [-5.586, 0.511, 6.927], [-4.082, 1.820, 8.355], [-4.219, 3.037, 7.064], [-3.271, 0.206, 6.708], [-2.227, 1.697, 6.753], [-1.541, 1.262, 4.447], [-2.685, 0.916, 3.266], [-2.538, -0.284, 4.498], [-2.104, -3.045, -0.675], [-3.386, -3.103, -1.190], [-3.386, -3.336, -2.575], [-4.819, -3.283, -3.113], [-5.538, -2.193, -2.407], [-6.914, -2.015, -2.966], [-7.494, -0.764, -2.363], [-7.355, -0.819, -0.974], [-7.761, 0.301, -0.265], [-1.528, -3.979, -0.804], [-2.130, -2.731, 0.364], [-1.473, -2.336, -1.243], [-2.882, -4.275, -2.835], [-2.853, -2.489, -3.044], [-5.360, -4.217, -2.968], [-4.699, -2.984, -4.167], [-5.072, -1.388, -2.831], [-7.538, -2.889, -2.779], [-6.763, -1.905, -4.052], [-8.556, -0.657, -2.639], [-6.974, 0.129, -2.752], [-7.025, 1.119, -0.276], [-7.687, 0.022, 0.793], [-8.790, 0.647, -0.412], [1.962, 8.209, -2.229], [1.622, 7.078, -1.446], [2.301, 7.058, -0.209], [1.568, 6.070, 0.702], [1.233, 4.789, 0.071], [2.378, 3.887, -0.047], [2.127, 2.407, 0.161], [1.389, 2.067, 1.287], [1.888, 2.617, 2.494], [1.934, 9.134, -1.655], [1.245, 8.258, -3.050], [2.934, 8.051, -2.714], [2.259, 8.044, 0.261], [3.326, 6.692, -0.347], [0.670, 6.564, 1.084], [2.189, 5.868, 1.581], [1.017, 5.093, -0.876], [3.197, 4.208, 0.615], [2.859, 3.998, -1.028], [3.105, 1.910, 0.080], [1.570, 2.086, -0.728], [1.598, 1.951, 3.309], [1.418, 3.586, 2.684], [2.980, 2.696, 2.503], [5.176, 5.015, -3.300], [5.380, 3.668, -2.954], [5.872, 2.895, -4.036], [4.892, 2.766, -5.170], [3.655, 2.104, -4.809], [2.727, 1.979, -5.922], [1.412, 1.297, -5.616], [1.424, -0.045, -5.196], [2.273, -0.845, -6.002], [6.112, 5.522, -3.551], [4.734, 5.478, -2.419], [4.424, 5.170, -4.081], [6.149, 1.914, -3.653], [6.771, 3.382, -4.439], [5.391, 2.239, -5.996], [4.679, 3.748, -5.636], [3.279, 2.503, -3.958], [3.319, 1.463, -6.683], [2.456, 2.972, -6.324], [0.885, 1.337, -6.588], [0.797, 1.904, -4.949], [2.036, -1.873, -5.737], [3.313, -0.646, -5.726], [2.113, -0.652, -7.065], [-1.402, -6.483, 4.689], [-1.481, -5.334, 3.864], [-0.271, -4.634, 3.803], [-0.290, -3.643, 2.649], [0.872, -2.824, 2.529], [2.058, -3.438, 1.936], [3.308, -2.692, 2.275], [3.441, -1.573, 1.425], [4.401, -0.647, 1.895], [-2.391, -6.929, 4.649], [-1.178, -6.211, 5.728], [-0.610, -7.151, 4.335], [0.545, -5.364, 3.660], [-0.031, -4.109, 4.745], [-1.216, -3.058, 2.682], [-0.466, -4.255, 1.754], [1.092, -2.227, 3.312], [1.922, -3.496, 0.851], [2.180, -4.466, 2.307], [4.163, -3.382, 2.206], [3.300, -2.388, 3.334], [4.436, 0.218, 1.230], [5.391, -1.103, 1.963], [4.065, -0.216, 2.848], [2.173, -5.240, -1.836], [0.951, -5.141, -1.132], [2.131, -5.784, -2.781], [2.524, -4.241, -2.106], [2.952, -5.610, -1.159], [0.584, -6.026, -1.053], [-1.772, 4.091, 0.860], [-3.049, 4.165, 1.423], [-1.685, 3.274, 0.135], [-1.436, 5.036, 0.436], [-1.000, 3.892, 1.628], [-3.348, 3.259, 1.586]], "lowdin_charge": [-0.04, -0.15, -0.02, 0.00, 0.00, -0.05, -0.06, 0.02, 0.07, 0.05, 0.07, 0.10, 0.11, 0.12, 0.12, 0.14, 0.09, 0.09, 0.08, -0.61, -0.03, -0.03, -0.09, -0.05, -0.19, 0.03, -0.59, 0.13, 0.01, -0.05, 0.08, 0.05, 0.07, 0.12, 0.12, 0.09, 0.09, 0.10, -0.12, -0.19, -0.23, -0.20, -0.05, -0.24, -0.24, -0.16, -0.15, 0.08, 0.09, 0.08, 0.11, 0.13, 0.12, 0.11, 0.11, 0.12, 0.13, 0.12, 0.12, 0.09, 0.04, 0.09, -0.12, -0.16, -0.23, -0.20, -0.04, -0.20, -0.25, -0.18, -0.14, 0.08, 0.08, 0.07, 0.12, 0.12, 0.12, 0.11, 0.11, 0.12, 0.11, 0.12, 0.13, 0.09, 0.09, 0.08, -0.10, -0.20, -0.22, -0.20, -0.02, -0.21, -0.25, -0.19, -0.09, 0.09, 0.09, 0.08, 0.12, 0.12, 0.12, 0.11, 0.10, 0.11, 0.11, 0.10, 0.11, 0.09, 0.09, 0.09, -0.12, -0.19, -0.22, -0.24, -0.05, -0.23, -0.23, -0.22, -0.10, 0.10, 0.08, 0.08, 0.12, 0.12, 0.13, 0.11, 0.11, 0.11, 0.13, 0.13, 0.13, 0.09, 0.09, 0.10, -0.10, -0.18, -0.25, -0.22, -0.06, -0.20, -0.23, -0.22, -0.09, 0.09, 0.09, 0.08, 0.11, 0.13, 0.12, 0.12, 0.11, 0.11, 0.12, 0.13, 0.13, 0.07, 0.09, 0.09, -0.16, -0.12, 0.09, 0.04, 0.08, 0.08, -0.20, -0.12, 0.06, 0.06, 0.06, 0.04], "lumo_energy_ev": 0.07, "multiplicity": 1, "e_tot_ha": -3453.35693, "gap_ev": 7.1, "e_homo_ev": -7.007}

Record 2
{"formula": "C42H105CaO26V2", "method": "the ωB97M-V functional and the def2-TZVPD basis", "species": ["O", "V", "O", "O", "V", "O", "Ca", "C", "O", "O", "O", "C", "O", "O", "O", "O", "C", "O", "O", "H", "C", "C", "C", "O", "H", "H", "H", "H", "H", "H", "H", "H", "C", "C", "C", "O", "H", "H", "H", "H", "H", "H", "H", "H", "C", "C", "C", "O", "H", "H", "H", "H", "H", "H", "H", "H", "C", "C", "C", "O", "H", "H", "H", "H", "H", "H", "H", "H", "C", "C", "C", "O", "H", "H", "H", "H", "H", "H", "H", "H", "C", "C", "C", "O", "H", "H", "H", "H", "H", "H", "H", "H", "C", "C", "C", "O", "H", "H", "H", "H", "H", "H", "H", "H", "C", "C", "C", "O", "H", "H", "H", "H", "H", "H", "H", "H", "C", "C", "C", "O", "H", "H", "H", "H", "H", "H", "H", "H", "C", "C", "C", "O", "H", "H", "H", "H", "H", "H", "H", "H", "C", "C", "C", "O", "H", "H", "H", "H", "H", "H", "H", "H", "C", "C", "C", "O", "H", "H", "H", "H", "H", "H", "H", "H", "C", "C", "C", "O", "H", "H", "H", "H", "H", "H", "H", "H"], "positions_angstrom": [[-26.272, -2.126, 27.435], [-27.302, -1.364, 28.412], [-26.453, -0.791, 29.634], [-28.864, 2.535, 28.368], [-29.222, 2.149, 29.892], [-27.855, 1.953, 30.697], [-30.621, -1.107, 31.100], [-29.874, -0.781, 28.369], [-29.136, -0.228, 29.244], [-31.076, -0.907, 28.626], [-29.297, -1.160, 27.349], [-31.654, 1.516, 30.966], [-32.346, 0.519, 30.917], [-31.451, 1.971, 29.851], [-30.585, 1.188, 31.449], [-28.307, -4.986, 31.007], [-28.551, -3.823, 30.372], [-27.730, -3.342, 29.568], [-29.575, -3.211, 30.652], [-27.500, -5.170, 30.520], [-29.604, -2.259, 22.543], [-29.156, -2.344, 24.000], [-27.877, -3.138, 24.214], [-29.126, -1.020, 24.499], [-30.603, -1.825, 22.486], [-29.705, -3.205, 22.011], [-28.903, -1.639, 21.984], [-29.938, -2.900, 24.516], [-27.650, -3.287, 25.270], [-26.999, -2.753, 23.694], [-28.024, -4.162, 23.870], [-29.191, -1.040, 25.457], [-25.096, -4.617, 32.736], [-23.971, -3.850, 32.027], [-24.425, -3.263, 30.631], [-23.559, -2.757, 32.800], [-26.091, -4.202, 32.575], [-24.940, -4.718, 33.810], [-25.134, -5.597, 32.259], [-23.137, -4.542, 31.907], [-23.680, -2.617, 30.167], [-25.356, -2.697, 30.639], [-24.705, -4.110, 30.005], [-23.260, -3.134, 33.631], [-26.892, -1.616, 34.020], [-27.911, -0.521, 33.578], [-27.348, 0.845, 33.786], [-28.205, -0.748, 32.195], [-25.984, -1.492, 33.431], [-27.317, -2.593, 33.791], [-26.682, -1.596, 35.090], [-28.823, -0.492, 34.175], [-26.331, 0.999, 33.425], [-27.329, 0.989, 34.867], [-27.992, 1.649, 33.433], [-27.474, -0.416, 31.669], [-21.444, -5.421, 29.426], [-22.549, -5.869, 28.450], [-22.032, -6.693, 27.290], [-23.343, -6.748, 29.192], [-20.847, -4.738, 28.821], [-20.802, -6.203, 29.831], [-21.803, -4.887, 30.306], [-23.241, -5.085, 28.144], [-22.817, -6.954, 26.580], [-21.622, -7.669, 27.548], [-21.294, -6.202, 26.655], [-22.855, -7.560, 29.343], [-24.982, -1.217, 22.341], [-24.018, -0.586, 21.369], [-22.652, -1.234, 21.361], [-24.553, -0.718, 20.094], [-25.862, -0.634, 22.610], [-24.424, -1.374, 23.264], [-25.281, -2.195, 21.964], [-23.987, 0.468, 21.647], [-22.734, -2.315, 21.252], [-22.134, -1.076, 22.307], [-22.034, -0.783, 20.584], [-24.572, -1.618, 19.761], [-24.793, 1.198, 27.428], [-26.101, 1.530, 26.752], [-25.980, 1.679, 25.207], [-26.977, 0.469, 27.009], [-24.489, 0.238, 27.013], [-24.927, 1.083, 28.504], [-24.002, 1.932, 27.277], [-26.396, 2.476, 27.206], [-26.930, 2.057, 24.828], [-25.800, 0.781, 24.617], [-25.177, 2.382, 24.982], [-27.797, 0.568, 26.519], [-25.761, 4.215, 29.743], [-24.714, 5.351, 29.527], [-25.497, 6.686, 29.517], [-23.725, 5.431, 30.495], [-25.917, 3.847, 30.757], [-25.471, 3.337, 29.165], [-26.717, 4.499, 29.304], [-24.255, 5.157, 28.557], [-24.856, 7.479, 29.134], [-25.971, 6.984, 30.452], [-26.280, 6.622, 28.761], [-24.029, 5.893, 31.280], [-29.928, 1.932, 25.114], [-30.627, 1.716, 23.848], [-30.967, 3.049, 23.173], [-29.570, 1.176, 23.050], [-30.584, 2.460, 25.806], [-29.010, 2.516, 25.036], [-29.764, 0.989, 25.636], [-31.538, 1.143, 24.020], [-30.083, 3.674, 23.048], [-31.523, 3.649, 23.894], [-31.377, 3.041, 22.163], [-29.208, 0.461, 23.579], [-22.705, -3.573, 25.609], [-22.492, -2.093, 25.858], [-22.346, -1.805, 27.350], [-21.268, -1.700, 25.331], [-22.304, -3.846, 24.633], [-23.720, -3.958, 25.701], [-22.139, -4.193, 26.304], [-23.326, -1.551, 25.411], [-22.377, -0.741, 27.587], [-21.500, -2.203, 27.909], [-23.216, -2.187, 27.884], [-21.284, -0.743, 25.416], [-25.856, -5.718, 21.678], [-24.572, -6.447, 22.252], [-24.519, -6.293, 23.790], [-24.591, -7.845, 21.870], [-26.725, -6.097, 22.216], [-25.970, -5.909, 20.611], [-25.784, -4.642, 21.840], [-23.642, -6.043, 21.855], [-25.314, -6.877, 24.253], [-24.706, -5.257, 24.074], [-23.527, -6.599, 24.122], [-25.364, -8.233, 22.286], [-26.422, -5.904, 27.600], [-26.887, -6.916, 28.622], [-26.582, -8.355, 28.241], [-26.207, -6.600, 29.766], [-26.751, -4.890, 27.828], [-26.874, -6.112, 26.630], [-25.358, -5.901, 27.364], [-27.951, -6.763, 28.803], [-26.976, -8.959, 29.059], [-25.523, -8.471, 28.011], [-27.147, -8.606, 27.344], [-25.267, -6.735, 29.625], [-32.288, -5.277, 27.007], [-31.258, -4.235, 27.418], [-29.822, -4.616, 27.019], [-31.604, -3.077, 26.711], [-32.032, -5.705, 26.038], [-33.306, -4.926, 26.843], [-32.354, -6.023, 27.799], [-31.240, -4.133, 28.503], [-29.676, -5.637, 27.369], [-29.129, -3.925, 27.499], [-29.634, -4.665, 25.946], [-30.955, -2.407, 26.938], [-24.172, 0.577, 31.727], [-22.977, 0.248, 30.831], [-22.187, 1.462, 30.314], [-22.160, -0.480, 31.729], [-23.832, 1.013, 32.667], [-24.674, -0.359, 31.972], [-24.976, 1.162, 31.281], [-23.299, -0.391, 30.010], [-22.673, 2.107, 29.582], [-21.282, 1.112, 29.819], [-21.877, 2.130, 31.117], [-22.674, -1.248, 31.988]], "lowdin_charge": [-0.32, 0.97, -0.30, -0.32, 1.07, -0.33, 1.61, -0.97, -0.18, 0.00, -0.05, -1.00, -0.09, -0.05, -0.23, 0.13, -0.78, -0.04, -0.09, 0.06, -0.04, -0.45, -0.04, -0.06, 0.08, 0.07, 0.08, 0.12, 0.06, 0.06, 0.07, 0.05, -0.03, -0.44, 0.00, -0.06, 0.06, 0.08, 0.08, 0.11, 0.06, 0.06, 0.07, 0.10, -0.03, -0.45, -0.06, -0.11, 0.06, 0.07, 0.08, 0.14, 0.07, 0.08, 0.08, 0.05, -0.03, -0.48, -0.06, -0.08, 0.08, 0.08, 0.06, 0.12, 0.07, 0.08, 0.08, 0.10, -0.06, -0.52, -0.05, -0.05, 0.08, 0.07, 0.07, 0.14, 0.08, 0.07, 0.08, 0.09, -0.05, -0.44, 0.00, -0.08, 0.07, 0.07, 0.09, 0.12, 0.06, 0.07, 0.08, 0.08, -0.05, -0.47, -0.07, -0.04, 0.07, 0.05, 0.06, 0.13, 0.07, 0.08, 0.07, 0.09, -0.08, -0.47, -0.06, -0.07, 0.09, 0.09, 0.07, 0.14, 0.07, 0.07, 0.07, 0.02, -0.04, -0.49, -0.06, -0.04, 0.08, 0.07, 0.05, 0.12, 0.06, 0.09, 0.06, 0.09, -0.04, -0.44, -0.06, -0.07, 0.07, 0.07, 0.05, 0.13, 0.08, 0.06, 0.07, 0.08, -0.04, -0.52, -0.04, -0.06, 0.06, 0.07, 0.07, 0.13, 0.08, 0.08, 0.08, 0.05, -0.06, -0.48, -0.04, -0.04, 0.07, 0.07, 0.07, 0.13, 0.07, 0.06, 0.07, 0.04, -0.06, -0.47, -0.04, -0.07, 0.09, 0.05, 0.06, 0.11, 0.06, 0.07, 0.08, 0.03], "total_charge": -1, "lumo_energy_ev": 1.02, "multiplicity": 1, "e_tot_ha": -6185.35031, "gap_ev": 7.1, "e_homo_ev": -6.102}